{
  "formula": "C4H5O4Yb",
  "method": "ωB97M-V/def2-TZVPD",
  "elements": ["C", "O", "H", "H", "C", "C", "H", "H", "H", "O", "C", "O", "O", "Yb"],
  "positions_angstrom": [[-1.56, -0.53, -0.97], [-2.84, -0.86, -1.12], [-1.13, 0.22, -1.63], [-3.21, -0.50, -1.93], [-0.81, -1.13, 0.05], [0.57, -1.05, -0.15], [-1.21, -2.04, 0.51], [-0.48, 0.85, 1.26], [1.15, -1.37, -1.01], [1.37, -0.51, 0.86], [1.44, 0.78, 1.11], [0.39, 1.41, 1.49], [2.49, 1.34, 0.78], [3.82, 3.40, 0.74]],
  "lowdin_spin": [0.07, 0.03, 0.01, 0.00, 0.09, 0.61, 0.02, 0.00, 0.03, 0.11, 0.02, 0.00, 0.00, 0.00],
  "e_above_lowest_ev": 2.4530,
  "homo_energy_ev": [-14.11, -15.22],
  "fmax_ev_per_a": 3.2,
  "total_charge": 2,
  "multiplicity": 2,
  "molar_mass_da": 290.12
}